<a>
Entry from OMol25: a gas-phase ion, C4H11N5 (charge +2) (the ωB97M-V functional and the def2-TZVPD basis).

Properties
- HOMO energy: -17.79 eV
- Net charge: +2

Atoms and positions in Å:
1 C 0.130 1.408 -2.032
2 C -0.606 0.992 -0.810
3 C 0.263 0.588 0.383
4 C -0.794 -1.618 0.822
5 N 1.236 1.390 0.801
6 N -1.881 0.680 -1.016
7 N 1.256 -1.050 1.742
8 N 1.362 1.126 -2.073
9 N 0.268 -0.608 0.928
10 H -0.654 1.579 -2.886
11 H -1.445 -1.574 1.702
12 H -1.461 -1.605 -0.081
13 H -0.374 -2.614 0.711
14 H 1.526 1.129 1.765
15 H -2.185 1.043 -1.999
16 H -2.381 0.057 -0.290
17 H 2.094 -0.488 1.617
18 H 1.312 -2.116 1.862
19 H 1.741 1.195 -3.045
20 H 1.684 2.079 0.320


<b>
Entry from OMol25: 2 unconnected molecules or ions with the total composition C4H11N5 (the ωB97M-V functional and the def2-TZVPD basis).

Properties
- HOMO energy: -18.37 eV
- Net charge: +2

Atoms and positions in Å:
1 C -0.116 -0.074 -0.234
2 C -0.946 1.014 -0.023
3 C 1.207 0.713 -0.127
4 C -0.285 -1.435 -0.772
5 N -0.375 2.171 0.433
6 N 0.817 2.063 0.390
7 N 1.967 0.859 -1.177
8 N -3.079 1.046 -0.080
9 N 2.242 0.035 1.178
10 H -0.707 -2.173 -0.111
11 H 0.669 -1.818 -1.069
12 H -0.994 -1.230 -1.673
13 H 2.530 1.704 -1.340
14 H 2.105 0.163 -2.009
15 H -3.179 0.153 -0.557
16 H -3.387 1.892 -0.652
17 H -3.416 1.246 0.866
18 H 1.815 0.329 2.090
19 H 3.139 0.545 1.045
20 H 2.312 -0.929 1.320


Most stable structure, least stable structure: <a>, <b>.


<a>
Entry from OMol25: 3 unconnected molecules or ions with the total composition C4H15NO4 (the ωB97M-V functional and the def2-TZVPD basis).

Properties
- HOMO energy: -8.83 eV
- Net charge: 0
- SMILES: N[C@H](CO)CCO.O.O

Atoms and positions in Å:
1 C -0.206 -0.295 -1.956
2 O -1.369 0.441 -1.634
3 C 0.796 -0.576 -0.789
4 C -0.036 -1.131 0.399
5 C 0.897 -1.470 1.565
6 O 1.090 -2.903 1.617
7 N 1.547 0.594 -0.421
8 H -0.501 -1.229 -2.434
9 H 0.363 0.269 -2.715
10 H -1.113 1.068 -0.948
11 H 1.492 -1.347 -1.140
12 H -0.645 -1.974 0.074
13 H -0.700 -0.275 0.566
14 H 0.385 -1.255 2.501
15 H 1.840 -0.952 1.462
16 H 1.769 -3.085 0.972
17 H 1.124 1.287 0.158
18 H 1.927 1.145 -1.176
19 H 0.353 3.766 -0.753
20 H -0.278 2.850 0.348
21 O 0.077 2.873 -0.549
22 H -3.376 0.810 0.956
23 H -2.628 0.306 2.220
24 O -2.807 1.081 1.679


<b>
Entry from OMol25: 4 unconnected molecules or ions with the total composition C4H15NO4 (the ωB97M-V functional and the def2-TZVPD basis).

Properties
- HOMO energy: -10.34 eV
- Net charge: 0
- SMILES: CCCNC=O.O.O.O

Atoms and positions in Å:
1 C -0.457 -1.585 -1.652
2 N 0.272 -0.483 -2.241
3 C 1.416 0.006 -1.447
4 C 0.819 0.761 -0.292
5 C 0.704 2.303 -0.326
6 O -0.032 -2.129 -0.645
7 H -1.270 -2.088 -2.243
8 H -0.084 0.191 -2.907
9 H 1.958 -0.969 -1.082
10 H 2.124 0.511 -2.163
11 H -0.213 0.434 -0.157
12 H 1.174 0.463 0.743
13 H 0.759 2.733 -1.237
14 H 1.356 2.920 0.276
15 H -0.295 2.635 0.034
16 H -1.742 -1.541 1.742
17 H -2.052 -2.223 0.339
18 O -2.462 -1.710 1.069
19 H -0.123 1.820 1.993
20 H -1.349 0.773 2.117
21 O -1.019 1.630 2.095
22 H 0.254 -1.846 1.261
23 H 0.315 -0.849 2.522
24 O -0.052 -1.756 2.202


Most stable structure, least stable structure: <a>, <b>.


<a>
Entry from OMol25: a molecular structure, C2HBrF2S (the ωB97M-V functional and the def2-TZVPD basis).

Properties
- HOMO energy: -9.18 eV
- Net charge: 0

Atoms and positions in Å:
1 C -0.468 0.258 -0.410
2 C 0.596 -0.449 0.300
3 F 0.862 -1.717 0.097
4 F 1.456 0.106 1.109
5 S -1.585 -0.122 1.010
6 Br -0.075 2.140 -0.770
7 H -0.786 -0.216 -1.336


<b>
Entry from OMol25: C2HBrF2S in the gas phase (the ωB97M-V functional and the def2-TZVPD basis).

Properties
- HOMO energy (spin up / spin down): -8.52 / -10.26 eV
- Net charge: 0

Atoms and positions in Å:
1 C 0.140 0.481 -0.409
2 C -0.469 -0.688 0.439
3 F 0.197 -0.073 -1.617
4 F -0.114 -1.909 -0.086
5 S -0.080 2.287 -0.542
6 Br -0.792 -0.490 2.203
7 H 1.119 0.393 0.012


Most stable structure, least stable structure: <a>, <b>.


<a>
Entry from OMol25: C19H23N3O3 in the gas phase (the ωB97M-V functional and the def2-TZVPD basis).

Properties
- HOMO energy: -8.14 eV
- Net charge: 0
- SMILES: Cc1ccc(OCC(=O)NCCCNC(=O)c2ccccn2)cc1C

Atoms and positions in Å:
1 C -4.993 -1.299 -1.052
2 C -3.946 -0.372 -0.512
3 C -3.872 0.938 -0.953
4 C -2.914 1.820 -0.479
5 C -1.991 1.380 0.458
6 C -2.069 0.067 0.920
7 C -3.028 -0.809 0.450
8 C -3.079 -2.216 0.968
9 H -2.917 -2.929 0.158
10 H -4.055 -2.429 1.403
11 H -2.320 -2.373 1.730
12 H -1.348 -0.247 1.660
13 O -0.992 2.131 1.002
14 C -0.663 3.385 0.446
15 H -1.250 4.189 0.905
16 C 0.831 3.627 0.709
17 O 1.276 4.683 1.106
18 N 1.558 2.537 0.427
19 C 2.968 2.415 0.689
20 H 3.269 3.297 1.259
21 H 3.137 1.521 1.302
22 C 3.808 2.324 -0.591
23 H 3.808 3.292 -1.094
24 H 4.836 2.084 -0.312
25 C 3.278 1.282 -1.584
26 N 3.097 -0.027 -1.005
27 C 1.889 -0.522 -0.691
28 O 0.842 0.091 -0.845
29 C 1.923 -1.902 -0.125
30 N 3.117 -2.464 0.050
31 C 3.161 -3.682 0.556
32 C 2.029 -4.402 0.914
33 C 0.787 -3.814 0.731
34 C 0.728 -2.537 0.200
35 H -0.202 -2.017 0.031
36 H -0.117 -4.341 0.998
37 H 2.122 -5.395 1.325
38 H 4.152 -4.098 0.680
39 H 3.896 -0.609 -0.796
40 H 2.299 1.596 -1.955
41 H 3.967 1.205 -2.430
42 H 1.070 1.716 0.079
43 H -0.821 3.397 -0.640
44 H -2.906 2.836 -0.841
45 H -4.583 1.290 -1.687
46 H -5.642 -1.657 -0.252
47 H -4.534 -2.170 -1.519
48 H -5.607 -0.794 -1.793


<b>
Entry from OMol25: C19H23N3O3 in the gas phase (the ωB97M-V functional and the def2-TZVPD basis).

Properties
- HOMO energy: -7.16 eV
- Net charge: 0
- SMILES: COc1cc(/C=N/N2CCN(c3ccccc3OC)CC2)ccc1O

Atoms and positions in Å:
1 C -3.761 -2.172 -1.306
2 O -4.084 -0.946 -0.701
3 C -3.098 0.016 -0.629
4 C -1.835 -0.088 -1.174
5 C -0.904 0.940 -1.005
6 C -1.276 2.086 -0.308
7 C -2.546 2.204 0.222
8 C -3.463 1.176 0.075
9 O -4.708 1.289 0.614
10 H -5.190 0.477 0.407
11 H -2.850 3.088 0.762
12 H -0.553 2.878 -0.192
13 C 0.450 0.746 -1.482
14 N 1.396 1.415 -0.956
15 N 2.690 1.301 -1.259
16 C 3.535 1.494 -0.098
17 C 3.806 0.119 0.579
18 N 2.962 -0.923 0.045
19 C 1.719 -1.276 0.569
20 C 1.182 -2.507 0.188
21 C -0.068 -2.930 0.600
22 C -0.816 -2.128 1.437
23 C -0.288 -0.925 1.875
24 C 0.964 -0.489 1.469
25 O 1.509 0.689 1.905
26 C 0.714 1.558 2.672
27 H -0.208 1.824 2.148
28 H 1.318 2.453 2.817
29 H 0.473 1.128 3.651
30 H -0.883 -0.312 2.532
31 H -1.799 -2.430 1.765
32 H -0.443 -3.888 0.270
33 H 1.766 -3.158 -0.445
34 C 3.207 -1.118 -1.369
35 C 3.205 0.248 -2.113
36 H 2.610 0.200 -3.026
37 H 4.222 0.543 -2.387
38 H 4.180 -1.609 -1.501
39 H 2.438 -1.763 -1.788
40 H 3.665 0.183 1.654
41 H 4.841 -0.188 0.383
42 H 4.472 1.962 -0.415
43 H 3.002 2.159 0.578
44 H 0.588 -0.045 -2.226
45 H -1.537 -0.976 -1.709
46 H -4.645 -2.799 -1.196
47 H -3.538 -2.045 -2.371
48 H -2.909 -2.647 -0.810


Most stable structure, least stable structure: <a>, <b>.


<a>
Entry from OMol25: 2 unconnected molecules or ions with the total composition C2H7NO3 (the ωB97M-V functional and the def2-TZVPD basis).

Properties
- HOMO energy: -9.84 eV
- Net charge: 0
- SMILES: NCC(=O)O.O

Atoms and positions in Å:
1 O -0.714 0.187 0.566
2 C -1.072 0.357 -0.565
3 O -2.322 0.825 -0.852
4 C -0.254 0.197 -1.805
5 N 1.202 0.352 -1.558
6 H -2.929 0.516 -0.169
7 H -0.571 0.869 -2.601
8 H -0.455 -0.808 -2.193
9 H 1.484 1.281 -1.833
10 H 1.273 0.286 -0.544
11 H 1.096 -0.706 3.572
12 H 1.865 -1.735 4.407
13 O 1.396 -1.620 3.575


<b>
Entry from OMol25: 2 unconnected molecules or ions with the total composition C2H7NO3 (the ωB97M-V functional and the def2-TZVPD basis).

Properties
- HOMO energy: -10.13 eV
- Net charge: 0
- SMILES: O=CO.NCO

Atoms and positions in Å:
1 N -2.712 -0.853 -0.188
2 C -1.599 -1.740 0.146
3 O -0.382 -0.940 0.325
4 H -2.419 -0.570 -1.137
5 H -2.641 0.022 0.418
6 H -1.350 -2.165 -0.803
7 H -1.914 -2.311 1.007
8 H -0.673 -0.131 0.847
9 O 4.058 1.675 -0.251
10 C 2.891 1.574 -0.454
11 O 1.977 2.260 0.228
12 H 2.465 1.009 -1.267
13 H 2.298 2.169 1.129


<c>
Entry from OMol25: 2 unconnected molecules or ions with the total composition C2H7NO3 (the ωB97M-V functional and the def2-TZVPD basis).

Properties
- HOMO energy: -10.08 eV
- Net charge: 0
- SMILES: NCC(=O)O.O

Atoms and positions in Å:
1 O 0.994 -0.021 -0.303
2 C 0.158 0.844 -0.241
3 O 0.445 2.107 0.118
4 C -1.302 0.757 -0.656
5 N -1.912 -0.536 -0.414
6 H 1.364 2.303 0.331
7 H -1.816 1.586 -0.186
8 H -1.291 0.962 -1.724
9 H -1.304 -1.257 -0.796
10 H -1.962 -0.681 0.580
11 H 1.481 -3.201 0.698
12 H 1.124 -1.663 0.799
13 O 1.403 -2.452 1.289


<d>
Entry from OMol25: 2 unconnected molecules or ions with the total composition C2H7NO3 (the ωB97M-V functional and the def2-TZVPD basis).

Properties
- HOMO energy: -10.10 eV
- Net charge: 0
- SMILES: CNC(=O)O.O

Atoms and positions in Å:
1 C -0.624 0.545 -0.507
2 N -1.806 -0.271 -0.838
3 C -1.561 -1.614 -0.990
4 O -0.689 -2.167 -0.114
5 O -2.059 -2.277 -1.861
6 H 0.285 0.368 -1.089
7 H -0.789 1.602 -0.747
8 H -0.411 0.581 0.560
9 H -2.274 0.261 -1.552
10 H -1.023 -2.046 0.781
11 H 5.658 3.695 3.666
12 H 4.913 4.463 2.436
13 O 5.148 4.436 3.360


Most stable structure, least stable structure: <c>, <b>.